# 1
Below is an isolated ion of composition C4H7N2 and charge +1, with properties calculated with ωB97M-V/def2-TZVPD.

Summary:
- Multiplicity: 1
- Net charge: +1
- Relative energy (zero: lowest compared OMol25 entry of this formula, charge and spin): 168.1 kcal per mole

CARTESIAN COORDINATES (ANGSTROEM)
C  1.2828  0.5277  1.5380
C  -2.0983  -0.7963  -0.2555
C  -1.9082  0.0639  -1.1726
C  1.1861  0.1148  0.2901
N  -0.3712  -0.0350  -1.4759
N  0.4373  0.7589  -0.8109
H  2.0596  0.1031  2.1357
H  0.7025  1.2332  1.9595
H  0.2083  1.7802  -0.6674
H  -1.8638  -1.6038  0.3441
H  -2.2721  0.7627  -1.8566
H  1.6756  -0.8004  0.0304
H  0.0222  -0.9363  -1.5238



# 2
Below is a 2-piece molecular cluster, C3H7NO overall, with properties calculated with ωB97M-V/def2-TZVPD.

Summary:
- Multiplicity: 1
- SMILES: [H]/N=C/C.C=O
- Relative energy (zero: lowest compared OMol25 entry of this formula, charge and spin): 93.4 kcal per mole

CARTESIAN COORDINATES (ANGSTROEM)
C  0.7034  0.3610  -0.1512
C  1.9564  1.2679  -0.2939
C  -0.9479  -2.0859  -0.3451
N  -0.0838  0.7697  0.7638
O  -1.5909  -1.1077  0.1515
H  -0.7903  -0.0120  0.6587
H  1.4515  2.2270  0.1204
H  1.9890  1.6236  -1.3787
H  2.9343  0.9660  -0.0068
H  0.7787  -0.6583  -0.5030
H  -0.9688  -2.3513  -1.2975
H  -0.3541  -2.6457  0.3843



# 3
Below is C28H29ClN6O2S4Ti as an isolated structure, with properties calculated with ωB97M-V/def2-TZVPD.

Summary:
- Multiplicity: 2
- Net charge: +1
- Relative energy (zero: lowest compared OMol25 entry of this formula, charge and spin): 43.7 kcal per mole

CARTESIAN COORDINATES (ANGSTROEM)
Ti  0.8598  -1.1622  -0.6106
C  0.9283  4.1412  1.4563
C  -0.3752  3.3461  1.5099
S  -0.5904  2.4740  -0.0641
C  -2.1792  1.6187  0.1274
C  -2.5228  0.9103  -1.1797
S  -1.1724  -0.0267  -2.0089
C  -0.4415  1.3330  -3.0136
C  1.0198  1.1072  -3.3626
S  2.1729  0.9664  -1.9486
C  2.9407  2.6333  -1.8596
C  2.2894  3.6809  -0.9701
S  2.3540  3.2046  0.7914
H  1.2193  4.4440  2.4605
H  0.8212  5.0356  0.8446
H  -1.2248  4.0160  1.6457
H  -0.3558  2.6082  2.3138
H  -2.9519  2.3531  0.3575
H  -2.0941  0.9193  0.9563
H  -2.8699  1.6301  -1.9194
H  -3.3173  0.1820  -1.0232
H  -0.5741  2.2585  -2.4612
H  -1.0270  1.3673  -3.9328
H  1.3719  1.9296  -3.9841
H  1.1368  0.1820  -3.9218
H  2.9766  3.0008  -2.8844
H  3.9631  2.4364  -1.5369
H  1.2491  3.8386  -1.2460
H  2.8305  4.6222  -1.0710
Cl  6.0083  -4.4910  -4.2481
C  4.6570  -3.6041  -3.6440
C  3.6836  -3.1353  -4.5390
C  2.5803  -2.4629  -4.0684
C  2.4154  -2.2200  -2.7024
O  1.3504  -1.5752  -2.2554
C  3.4250  -2.6578  -1.7968
C  3.3398  -2.3818  -0.4166
O  2.3768  -1.7326  0.1259
C  4.5365  -3.3685  -2.3031
H  3.8067  -3.3144  -5.5980
H  1.8082  -2.1303  -4.7505
H  4.1347  -2.7229  0.2434
H  5.2925  -3.7286  -1.6167
C  1.1666  -0.3198  3.5697
C  1.1984  -0.1645  2.1966
N  0.2352  -0.6378  1.3918
C  -0.8062  -1.2516  1.9745
C  -0.9327  -1.4362  3.3432
C  0.1006  -0.9818  4.1541
C  -2.1020  -2.1875  3.8570
C  -3.3562  -1.7404  3.9141
C  -3.8052  -0.3610  3.6462
C  -5.0972  -0.1115  3.1879
C  -5.4476  1.2094  2.9645
N  -4.6234  2.2163  3.2398
C  -3.4384  1.8791  3.7292
N  -2.9700  0.6528  3.9104
H  1.9810  0.0640  4.1684
H  2.0113  0.3616  1.7176
H  -1.5672  -1.6478  1.3172
H  0.0622  -1.1340  5.2248
H  -1.9034  -3.2181  4.1319
H  -4.1454  -2.4287  4.1937
H  -5.7941  -0.9178  3.0045
H  -6.4178  1.4791  2.5629
H  -2.7832  2.6942  4.0168
N  -0.2696  -2.7192  -0.4419
C  -0.8072  -3.2924  -1.3461
N  -1.3322  -4.0027  -2.1988
C  -2.1452  -3.8210  -3.2144
N  -2.8636  -3.7078  -4.1110



# 4
Below is one molecule with the formula C2H4N2O2, with properties calculated with ωB97M-V/def2-TZVPD.

Summary:
- Multiplicity: 1
- Relative energy (zero: lowest compared OMol25 entry of this formula, charge and spin): 118.9 kcal per mole

CARTESIAN COORDINATES (ANGSTROEM)
C  0.0774  0.1322  0.3858
N  0.1649  1.4506  0.6062
O  0.9117  -0.3561  -0.6237
O  -0.0852  -0.5949  1.4957
C  -0.0828  -0.9340  -1.4385
N  -0.1789  -1.6457  -2.3812
H  0.1309  -1.5213  1.3157
H  -1.0191  -0.4235  -0.6476
H  0.2429  2.0588  -0.1920
H  -0.1619  1.8339  1.4797